No. 1
The following is a DFT calculation (the ωB97M-V functional and the def2-TZVPD basis) of a single C5H9N molecule in a non-equilibrium geometry.

Positions of all 15 atoms, in Å:
H1 -2.1072 -0.4194 -0.1342
N1 -2.2767 -0.6485 -1.1190
C1 -1.1578 -0.0936 -1.3076
C2 -0.0049 0.4409 -1.9576
C3 -0.1372 0.5438 -0.4169
C4 0.8306 -0.2649 0.4431
C5 0.5293 -0.2586 1.9467
H2 0.7372 -0.2669 -2.2987
H3 -0.1224 1.3604 -2.5108
H4 -0.3519 1.5470 -0.0330
H5 0.8478 -1.3027 0.0838
H6 1.8421 0.1345 0.2858
H7 -0.4450 -0.7099 2.1685
H8 1.2892 -0.8244 2.5020
H9 0.5268 0.7624 2.3478

Properties
E = -6818.4415 eV
SMILES = [H]/N=C1/C[C@@H]1CC



No. 2
The following is a DFT calculation (the ωB97M-V functional and the def2-TZVPD basis) of a single C5H9N molecule in a non-equilibrium geometry.

Positions of all 15 atoms, in Å:
C1 0.4708 0.7289 -1.9428
C2 -0.3591 0.4842 -0.6581
C3 0.2925 -0.0794 0.6511
C4 -0.7792 -0.3942 1.8613
C5 1.1202 -1.2592 0.3331
N1 1.6618 -2.2537 0.0793
H1 1.2545 1.4798 -1.8037
H2 0.9421 -0.1841 -2.3235
H3 -0.1871 1.0981 -2.7482
H4 -0.8583 1.4218 -0.3974
H5 -1.1389 -0.2433 -0.9218
H6 0.6943 0.5769 1.3959
H7 -1.3498 0.5114 2.1567
H8 -1.4523 -1.1546 1.5044
H9 -0.3114 -0.7326 2.8137

Properties
E = -6819.9877 eV
SMILES = CC[C@@H](C)C#N